1.
Computed, not measured: a 10-piece molecular cluster, C57H151N9O19 overall in a non-equilibrium geometry, with ωB97M-V with the def2-TZVPD basis set.

Atoms and positions in Å:
C1 -0.43 -0.55 2.05
C2 0.76 -1.44 1.54
C3 1.21 -0.96 0.17
O1 1.69 -1.37 2.60
H1 -1.25 -0.75 1.36
H2 -0.30 0.53 2.14
H3 -0.74 -1.04 2.97
H4 0.26 -2.40 1.57
H5 1.91 -1.66 -0.30
H6 1.70 -0.01 0.38
H7 0.35 -0.74 -0.46
C4 7.15 -3.37 -2.29
O2 6.31 -2.37 -2.98
C5 6.21 -2.48 -4.39
C6 5.02 -1.63 -4.95
N1 5.15 -0.22 -4.35
H8 4.68 -0.12 -3.46
H9 6.14 -0.06 -4.23
C7 4.63 0.97 -5.17
C8 5.40 2.14 -4.69
O3 4.91 2.43 -3.38
C9 5.43 3.64 -2.91
H10 6.70 -4.35 -2.10
H11 7.68 -2.92 -1.44
H12 8.03 -3.69 -2.85
H13 6.10 -3.48 -4.83
H14 7.19 -2.12 -4.71
H15 4.08 -2.01 -4.56
H16 5.06 -1.55 -6.04
H17 3.60 1.17 -4.90
H18 4.85 0.76 -6.22
H19 4.99 2.92 -5.34
H20 6.48 2.01 -4.75
H21 4.77 4.50 -2.80
H22 6.34 4.03 -3.37
H23 5.53 3.50 -1.83
C10 7.40 -11.19 -2.57
O4 7.29 -11.35 -1.14
C11 8.31 -10.70 -0.46
C12 7.91 -10.56 1.05
N2 6.87 -11.63 1.47
H24 6.32 -11.99 0.71
H25 7.35 -12.46 1.77
C13 6.00 -11.37 2.75
C14 4.88 -10.43 2.37
O5 5.31 -9.14 1.81
C15 4.29 -8.48 1.15
H26 6.45 -11.54 -2.97
H27 8.25 -11.71 -3.01
H28 7.38 -10.19 -3.01
H29 8.59 -9.68 -0.71
H30 9.26 -11.20 -0.65
H31 7.51 -9.58 1.28
H32 8.78 -10.53 1.70
H33 6.62 -10.92 3.53
H34 5.55 -12.30 3.10
H35 4.37 -10.25 3.32
H36 4.14 -11.01 1.82
H37 3.60 -7.86 1.73
H38 3.75 -9.24 0.58
H39 4.65 -7.87 0.32
C16 1.73 6.29 1.92
O6 0.84 7.43 2.00
C17 -0.39 7.13 1.33
C18 -1.17 8.53 1.48
N3 -0.42 9.70 0.87
H40 -0.70 10.45 1.49
H41 0.51 9.79 1.24
C19 -0.56 10.17 -0.57
C20 0.77 10.82 -1.23
O7 1.87 10.23 -0.55
C21 3.11 10.97 -0.91
H42 2.73 6.65 2.15
H43 1.82 5.66 1.03
H44 1.54 5.59 2.73
H45 -0.93 6.31 1.81
H46 -0.35 6.81 0.29
H47 -1.22 8.75 2.55
H48 -2.18 8.56 1.06
H49 -1.28 10.99 -0.50
H50 -0.97 9.33 -1.13
H51 0.70 11.89 -1.05
H52 0.76 10.58 -2.29
H53 3.86 10.67 -0.17
H54 2.85 12.02 -0.86
H55 3.35 10.65 -1.92
C22 1.70 -6.30 10.87
O8 1.61 -5.20 9.90
C23 1.90 -5.54 8.60
C24 1.89 -4.46 7.56
N4 2.14 -3.03 8.20
H56 3.01 -2.93 8.70
H57 2.24 -2.54 7.32
C25 0.89 -2.37 8.86
C26 1.21 -1.21 9.71
O9 2.48 -0.58 9.22
C27 2.14 0.55 8.40
H58 0.91 -6.15 11.60
H59 2.69 -6.25 11.34
H60 1.63 -7.31 10.47
H61 1.38 -6.35 8.09
H62 2.92 -5.92 8.65
H63 0.90 -4.45 7.11
H64 2.54 -4.55 6.68
H65 0.31 -3.17 9.34
H66 0.41 -2.07 7.93
H67 1.34 -1.52 10.74
H68 0.28 -0.63 9.70
H69 1.62 0.18 7.52
H70 3.10 0.90 8.02
H71 1.40 1.25 8.79
C28 8.30 3.70 3.05
O10 7.44 2.58 2.81
C29 7.92 1.61 1.93
C30 7.12 0.30 1.86
N5 7.01 -0.21 3.34
H72 6.77 0.58 3.91
H73 6.24 -0.84 3.54
C31 8.37 -0.60 3.96
C32 8.12 -1.25 5.35
O11 7.20 -2.28 5.26
C33 7.62 -3.47 4.55
H74 8.02 4.44 3.79
H75 8.39 4.27 2.13
H76 9.30 3.46 3.41
H77 8.97 1.31 1.92
H78 7.78 1.95 0.91
H79 7.60 -0.44 1.23
H80 6.10 0.49 1.52
H81 9.13 0.17 4.04
H82 8.71 -1.29 3.18
H83 7.68 -0.46 5.96
H84 9.07 -1.60 5.76
H85 7.04 -3.65 3.65
H86 7.36 -4.31 5.20
H87 8.70 -3.36 4.45
C34 -3.09 -5.49 -2.65
O12 -4.40 -4.99 -2.18
C35 -5.00 -5.95 -1.26
C36 -6.46 -5.62 -1.19
N6 -7.10 -5.69 -2.64
H88 -6.48 -5.24 -3.30
H89 -7.18 -6.64 -2.96
C37 -8.51 -5.06 -2.63
C38 -9.18 -4.92 -4.10
O13 -8.57 -3.89 -4.93
C39 -9.07 -3.94 -6.25
H90 -2.52 -4.75 -3.22
H91 -3.20 -6.40 -3.24
H92 -2.54 -5.85 -1.78
H93 -4.50 -5.91 -0.29
H94 -4.88 -6.90 -1.78
H95 -6.65 -4.66 -0.72
H96 -6.99 -6.40 -0.64
H97 -8.56 -4.12 -2.09
H98 -9.12 -5.73 -2.03
H99 -10.19 -4.52 -3.98
H100 -9.20 -5.88 -4.61
H101 -8.91 -2.98 -6.73
H102 -10.14 -3.91 -6.44
H103 -8.60 -4.75 -6.81
C40 -11.40 1.36 -9.44
O14 -10.51 1.65 -8.30
C41 -10.50 3.04 -7.94
C42 -9.52 3.25 -6.81
N7 -8.03 3.44 -7.38
H104 -8.09 4.20 -8.04
H105 -7.29 3.65 -6.73
C43 -7.47 2.14 -8.05
C44 -7.43 1.05 -6.95
O15 -6.35 1.20 -6.04
C45 -5.94 0.04 -5.30
H106 -11.08 2.03 -10.23
H107 -12.46 1.44 -9.17
H108 -11.15 0.43 -9.94
H109 -11.51 3.30 -7.62
H110 -10.41 3.62 -8.85
H111 -9.68 2.43 -6.10
H112 -9.74 4.10 -6.16
H113 -6.47 2.46 -8.35
H114 -7.90 1.85 -9.01
H115 -7.39 0.11 -7.50
H116 -8.39 0.81 -6.49
H117 -6.07 -0.83 -5.94
H118 -6.51 -0.11 -4.38
H119 -4.88 0.10 -5.06
C46 -1.16 4.77 -5.95
O16 -0.17 5.36 -6.76
C47 -0.30 6.69 -7.04
C48 0.63 7.15 -8.10
N8 0.20 6.56 -9.48
H120 1.00 6.48 -10.10
H121 -0.12 5.63 -9.29
C49 -0.98 7.35 -10.08
C50 -1.36 6.83 -11.39
O17 -0.25 6.71 -12.28
C51 0.15 7.99 -12.87
H122 -1.00 3.70 -5.86
H123 -2.11 5.02 -6.43
H124 -1.31 5.27 -4.99
H125 -0.19 7.30 -6.15
H126 -1.35 6.96 -7.16
H127 1.62 6.71 -8.03
H128 0.59 8.24 -8.14
H129 -0.60 8.37 -10.22
H130 -1.80 7.44 -9.38
H131 -2.12 7.36 -11.95
H132 -1.65 5.78 -11.40
H133 1.00 7.88 -13.55
H134 0.57 8.73 -12.18
H135 -0.67 8.37 -13.47
C52 -6.07 0.13 6.31
O18 -6.31 0.72 7.60
C53 -5.04 0.96 8.28
C54 -5.22 1.48 9.66
N9 -6.39 2.47 9.66
H136 -6.38 3.01 8.81
H137 -7.25 1.94 9.63
C55 -6.57 3.43 10.90
C56 -6.90 2.66 12.22
O19 -7.66 1.50 11.87
C57 -9.08 1.66 11.97
H138 -6.92 0.25 5.63
H139 -5.95 -0.91 6.58
H140 -5.27 0.48 5.66
H141 -4.42 1.71 7.78
H142 -4.41 0.07 8.19
H143 -4.37 2.10 9.92
H144 -5.41 0.83 10.51
H145 -7.43 3.99 10.53
H146 -5.63 3.98 11.00
H147 -7.45 3.16 13.02
H148 -5.95 2.35 12.66
H149 -9.72 0.80 11.78
H150 -9.44 2.37 11.24
H151 -9.52 2.12 12.86

The value obtained for the total energy is -113770.680 eV. Its net charge is +8. The relative energy (zero: lowest compared OMol25 entry of this formula, charge and spin) is 0.000 eV. The value obtained for the orbital gap is 4.333 eV.

Löwdin population analysis, charges in e, atoms 1 to 2:
1 C -0.131
2 C -0.685

---

2.
Computed, not measured: C26H36BInNO3P2 as an isolated structure in a non-equilibrium geometry, with ωB97M-V with the def2-TZVPD basis set.

Atoms and positions in Å:
C1 1.07 -1.13 -4.79
C2 0.61 -0.25 -3.80
C3 -0.74 -0.38 -3.36
C4 -1.57 -1.49 -3.70
C5 -1.09 -2.36 -4.69
C6 0.20 -2.22 -5.24
C7 -2.77 -1.64 -2.94
C8 -3.44 -0.45 -2.52
C9 -2.60 0.66 -2.22
C10 -3.10 1.81 -1.52
C11 -4.48 1.92 -1.30
C12 -5.34 0.85 -1.70
C13 -4.82 -0.31 -2.32
H1 2.08 -1.12 -5.16
H2 -1.80 -3.16 -5.08
H3 0.57 -2.95 -5.94
H4 -3.43 -2.55 -3.21
H5 -4.89 2.75 -0.74
H6 -6.39 0.89 -1.45
H7 -5.49 -1.11 -2.69
N1 -1.18 0.50 -2.32
In1 -0.67 -0.44 -0.64
C14 1.54 0.70 -3.19
H8 1.14 1.72 -3.16
H9 2.51 0.71 -3.68
C15 -2.17 2.81 -0.96
H10 -1.42 3.19 -1.70
H11 -2.69 3.66 -0.51
P1 1.76 0.21 -1.38
P2 -1.15 1.94 0.41
C16 -2.39 1.96 1.76
H12 -1.95 1.47 2.63
H13 -2.71 2.97 2.03
H14 -3.28 1.39 1.45
C17 0.04 3.27 0.92
H15 -0.49 4.18 1.28
H16 0.66 2.86 1.73
H17 0.69 3.55 0.07
C18 2.80 -1.32 -1.59
H18 3.76 -1.11 -2.09
H19 2.98 -1.74 -0.57
H20 2.23 -2.06 -2.18
C19 2.97 1.45 -0.75
H21 3.21 1.21 0.29
H22 3.91 1.46 -1.34
H23 2.52 2.45 -0.78
C20 -1.61 -1.41 1.55
O1 -2.30 -1.94 2.29
H24 -2.28 -1.85 -1.83
C21 3.54 -1.74 3.23
C22 2.06 -1.46 3.04
C23 1.37 -2.80 3.59
O2 1.73 -1.40 1.63
B1 0.63 -0.57 1.52
O3 0.44 0.12 2.71
C24 1.51 -0.26 3.62
C25 0.92 -0.33 5.04
C26 2.50 0.91 3.70
H25 4.19 -0.88 2.87
H26 3.91 -2.65 2.71
H27 3.83 -1.88 4.29
H28 1.74 -3.66 3.03
H29 1.65 -2.97 4.65
H30 0.32 -2.73 3.51
H31 1.67 -0.61 5.79
H32 0.53 0.67 5.40
H33 0.09 -1.05 5.11
H34 3.06 1.07 2.74
H35 2.02 1.89 3.97
H36 3.28 0.76 4.49

The value obtained for the total energy is -59600.186 eV. Its net charge is +1. The value obtained for the orbital gap (spin up / spin down) is 5.722 / 5.716 eV.

Löwdin population analysis, charges in e, atoms 1 to 2:
1 C -0.003
2 C -0.264

---

3.
Computed, not measured: C14H23N2OPRu as an isolated structure in a non-equilibrium geometry, with ωB97M-V with the def2-TZVPD basis set.

Atoms and positions in Å:
C1 1.84 -3.15 1.16
C2 1.93 -2.71 -0.15
C3 1.51 -1.41 -0.51
C4 1.01 -0.58 0.50
C5 0.87 -1.04 1.83
C6 1.33 -2.32 2.16
C7 1.63 -0.92 -1.91
C8 0.53 0.04 -2.41
N1 -0.62 -0.66 -2.92
Ru1 0.43 1.27 0.03
C9 0.17 -0.12 2.80
P1 -0.89 1.00 1.71
H1 2.31 -3.34 -0.95
H2 1.25 -2.64 3.20
H3 2.16 -4.17 1.42
H4 0.87 0.53 3.35
H5 -0.45 -0.65 3.53
H6 2.58 -0.37 -2.04
H7 1.67 -1.77 -2.59
H8 0.21 0.85 -1.67
C10 -1.38 2.35 2.79
C11 -2.36 -0.05 1.53
H9 0.93 0.58 -3.28
C12 -1.36 -1.55 -2.07
C13 -1.43 0.07 -3.87
H10 1.55 2.74 0.76
H11 -2.09 -2.08 -2.70
H12 -0.71 -2.29 -1.58
H13 -1.93 -1.02 -1.28
H14 -2.15 -0.61 -4.33
H15 -2.00 0.90 -3.39
H16 -0.78 0.51 -4.64
H17 -2.80 -0.27 2.51
H18 -3.08 0.48 0.90
H19 -2.09 -0.99 1.03
H20 -1.84 1.96 3.71
H21 -0.49 2.96 3.03
H22 -2.10 2.97 2.24
H23 -1.07 1.68 -0.33
O1 2.93 5.53 0.42
C14 2.29 4.60 0.78
N2 1.61 3.69 1.23

The value obtained for the total energy is -31767.608 eV. Its net charge is +2. The spin multiplicity is 5. The value obtained for the orbital gap (spin up / spin down) is 7.699 / 3.991 eV.

natural (NBO) population analysis, charges in e, atoms 1 to 2:
1 C -0.208
2 C -0.099

---

4.
Computed, not measured: a 2-piece molecular cluster, C5H12NO2 overall in a non-equilibrium geometry, with ωB97M-V with the def2-TZVPD basis set.

Atoms and positions in Å:
C1 0.09 -0.07 0.81
C2 -0.07 1.33 1.20
C3 2.20 0.23 -0.42
C4 -1.74 -0.10 -0.93
C5 1.13 -0.71 0.16
N1 -2.33 -1.25 -0.85
O1 -0.72 -0.81 1.52
O2 1.14 -2.06 -0.10
H1 -0.25 1.94 0.31
H2 0.86 1.67 1.66
H3 -0.94 1.32 1.87
H4 1.83 1.15 -0.81
H5 2.69 -0.26 -1.17
H6 2.87 0.55 0.33
H7 -2.05 0.88 -0.42
H8 -0.95 -0.06 -1.70
H9 -0.57 -1.66 1.29
H10 -2.14 -1.97 -1.48
H11 -3.15 -1.48 -0.17
H12 2.10 -2.29 -0.40

The value obtained for the total energy is -10955.521 eV. Its net charge is +1. The relative energy (zero: lowest compared OMol25 entry of this formula, charge and spin) is 3.098 eV. The value obtained for the orbital gap (spin up / spin down) is 7.002 / 7.001 eV.

natural (NBO) population analysis, charges in e, atoms 1 to 2:
1 C 0.187
2 C -0.668

---

5.
Computed, not measured: a 5-piece molecular cluster, C24H47Br8FNO2 overall in a non-equilibrium geometry, with ωB97M-V with the def2-TZVPD basis set.

Atoms and positions in Å:
C1 -3.09 1.50 3.55
C2 -3.60 0.63 2.22
C3 -3.68 -0.98 2.53
C4 -2.80 1.03 0.84
C5 -1.16 0.72 0.91
C6 -0.45 1.81 -0.08
C7 -0.99 -0.85 0.47
O1 0.24 -1.16 -0.27
C8 1.46 -0.93 0.53
C9 2.63 -0.98 -0.66
N1 3.90 -1.70 -0.16
C10 5.19 -0.91 -0.18
C11 5.59 -0.18 1.24
C12 7.26 -0.18 1.30
F1 5.15 1.26 1.31
C13 3.59 -2.64 0.99
C14 2.07 -2.13 1.47
C15 1.11 -3.32 2.03
C16 2.02 -4.13 3.19
O2 2.31 -3.52 4.35
H1 -2.12 1.01 4.03
H2 -3.98 1.52 4.33
H3 -2.85 2.62 3.25
H4 -4.73 0.99 2.05
H5 -3.53 -1.54 1.49
H6 -2.75 -1.29 3.20
H7 -4.72 -1.26 3.05
H8 -2.89 2.21 0.73
H9 -3.30 0.60 -0.15
H10 -0.84 0.94 2.01
H11 0.07 2.61 0.63
H12 0.39 1.39 -0.77
H13 -1.24 2.45 -0.71
H14 -1.90 -1.14 -0.24
H15 -1.11 -1.56 1.42
H16 1.57 0.10 1.06
H17 2.76 -0.03 -1.34
H18 2.18 -1.82 -1.38
H19 4.05 -2.38 -0.96
H20 6.07 -1.56 -0.61
H21 5.03 -0.03 -0.97
H22 5.25 -0.75 2.20
H23 7.65 0.26 0.28
H24 7.68 0.35 2.25
H25 7.55 -1.34 1.28
H26 3.31 -3.65 0.45
H27 4.33 -2.70 1.90
H28 2.34 -1.54 2.47
H29 0.90 -4.13 1.19
H30 0.14 -2.96 2.59
H31 2.46 -5.19 2.99
Br1 -4.62 4.96 3.09
C17 -6.48 5.00 3.68
C18 -6.80 3.80 4.54
Br2 -7.03 2.19 3.46
H32 -7.10 5.06 2.78
H33 -6.58 5.92 4.25
H34 -7.76 3.94 5.05
H35 -6.03 3.58 5.28
Br3 1.23 -4.95 -1.02
C19 1.99 -6.68 -0.52
C20 1.51 -7.77 -1.45
Br4 -0.32 -8.30 -1.03
H36 1.73 -6.85 0.52
H37 3.07 -6.55 -0.61
H38 2.10 -8.68 -1.31
H39 1.52 -7.49 -2.50
Br5 0.63 4.77 -4.02
C21 1.39 3.05 -3.53
C22 0.91 1.95 -4.45
Br6 -0.92 1.42 -4.03
H40 1.13 2.87 -2.48
H41 2.47 3.18 -3.61
H42 1.51 1.04 -4.31
H43 0.93 2.24 -5.51
Br7 -0.94 5.25 -7.88
C23 -2.80 5.29 -7.29
C24 -3.12 4.09 -6.42
Br8 -3.35 2.48 -7.51
H44 -3.42 5.35 -8.19
H45 -2.90 6.21 -6.71
H46 -4.08 4.23 -5.91
H47 -2.35 3.87 -5.68

The value obtained for the total energy is -594277.629 eV. Its net charge is +1. The value obtained for the orbital gap is 8.083 eV.

Löwdin population analysis, charges in e, atoms 1 to 2:
1 C -0.125
2 C -0.384

---

6.
Computed, not measured: one molecule with the formula C2H5NOS in a non-equilibrium geometry, with ωB97M-V with the def2-TZVPD basis set.

Atoms and positions in Å:
C1 -0.06 0.15 -0.15
C2 -0.82 0.38 1.07
N1 1.24 -0.05 -0.33
O1 0.55 -0.70 -2.50
S1 -0.77 -0.39 -1.80
H1 -1.24 -0.45 1.57
H2 -0.35 0.97 1.94
H3 -1.68 0.91 0.96
H4 1.67 -0.37 0.51
H5 1.47 -0.44 -1.29

The value obtained for the total energy is -16525.915 eV. The relative energy (zero: lowest compared OMol25 entry of this formula, charge and spin) is 2.467 eV. The value obtained for the orbital gap is 8.020 eV.

natural (NBO) population analysis, charges in e, atoms 1 to 2:
1 C 0.137
2 C -0.713